[1]
{
  "formula": "C29H51AsN8O7ReSSbSi2",
  "method": "the ωB97M-V functional and the def2-TZVPD basis",
  "spin_multiplicity": 4,
  "relative_energy_kcal_mol": 37.5,
  "homo_lumo_gap_ev": [5.45, 6.09],
  "charge": -1,
  "homo_ev": [-3.288, -4.015],
  "symbols": ["Re", "C", "C", "N", "C", "S", "N", "N", "C", "C", "C", "C", "C", "C", "C", "N", "H", "H", "H", "H", "H", "H", "H", "H", "H", "H", "H", "H", "H", "C", "Sb", "C", "C", "H", "H", "H", "H", "H", "H", "H", "H", "H", "C", "C", "C", "C", "N", "H", "H", "H", "H", "H", "H", "H", "H", "H", "C", "Si", "C", "C", "As", "Si", "C", "C", "C", "H", "H", "H", "H", "H", "H", "H", "H", "H", "H", "H", "H", "H", "H", "H", "H", "H", "H", "O", "N", "O", "C", "C", "C", "C", "O", "C", "C", "N", "O", "O", "N", "O", "O", "H", "H"],
  "coordinates": [[0.720, 0.318, -0.307], [-1.194, -3.753, 3.735], [-2.132, -3.226, 2.658], [-1.994, -1.793, 2.452], [-1.031, -1.325, 1.571], [-1.299, 0.311, 0.929], [-0.040, -2.081, 1.278], [0.847, -1.505, 0.349], [1.771, -2.385, -0.208], [2.285, -3.440, 0.750], [2.861, -1.610, -0.928], [4.026, -2.220, -1.367], [4.976, -1.469, -2.036], [4.738, -0.123, -2.259], [3.544, 0.413, -1.819], [2.626, -0.313, -1.175], [-1.307, -4.835, 3.846], [-1.405, -3.280, 4.697], [-0.161, -3.539, 3.460], [-3.169, -3.417, 2.945], [-1.941, -3.753, 1.717], [-2.845, -1.259, 2.423], [1.432, -3.962, 1.175], [2.849, -2.963, 1.555], [2.916, -4.163, 0.233], [4.177, -3.274, -1.189], [5.894, -1.929, -2.380], [5.454, 0.504, -2.772], [3.285, 1.450, -1.974], [-4.921, 0.290, 0.212], [-4.163, -1.317, -0.995], [-5.585, -0.999, -2.586], [-5.359, -2.833, -0.038], [-5.999, 0.401, 0.075], [-4.407, 1.213, -0.055], [-4.708, 0.087, 1.262], [-6.591, -0.912, -2.172], [-5.562, -1.823, -3.299], [-5.334, -0.080, -3.119], [-6.400, -2.510, 0.028], [-4.976, -3.025, 0.967], [-5.304, -3.762, -0.609], [1.981, 2.512, 2.956], [2.517, 1.884, 1.666], [2.941, 0.455, 2.028], [3.753, 2.627, 1.152], [1.474, 1.854, 0.621], [2.734, 2.452, 3.746], [1.089, 1.969, 3.276], [1.713, 3.561, 2.831], [3.698, 0.499, 2.818], [3.383, -0.063, 1.177], [2.089, -0.127, 2.385], [4.475, 2.814, 1.955], [3.477, 3.581, 0.708], [4.247, 2.031, 0.381], [2.453, 5.608, -1.158], [1.361, 5.355, 0.354], [2.399, 5.827, 1.855], [0.011, 6.664, 0.424], [0.173, 3.279, 0.575], [-0.513, 3.216, -1.764], [-1.071, 4.923, -2.332], [-2.054, 2.188, -2.007], [0.933, 2.685, -2.835], [2.889, 6.612, -1.118], [1.909, 5.511, -2.099], [3.276, 4.888, -1.171], [2.715, 6.867, 1.706], [3.293, 5.227, 2.018], [1.794, 5.801, 2.764], [0.461, 7.641, 0.215], [-0.390, 6.697, 1.440], [-0.818, 6.523, -0.262], [-1.879, 5.318, -1.713], [-1.480, 4.780, -3.340], [-0.279, 5.670, -2.397], [-2.904, 2.705, -1.551], [-1.992, 1.180, -1.598], [-2.250, 2.136, -3.081], [1.866, 3.093, -2.443], [0.782, 3.055, -3.854], [0.998, 1.596, -2.895], [-3.946, -5.209, -3.734], [-3.823, -4.110, -4.248], [-4.512, -3.718, -5.178], [-2.777, -3.238, -3.756], [-2.623, -1.984, -4.306], [-1.627, -1.171, -3.817], [-0.806, -1.477, -2.679], [-0.068, -0.599, -2.145], [-0.959, -2.847, -2.254], [-1.923, -3.679, -2.750], [-0.133, -3.380, -1.224], [1.208, -3.123, -1.417], [-0.435, -4.418, -0.602], [-1.444, 0.087, -4.532], [-0.312, 0.490, -4.702], [-2.438, 0.640, -4.983], [-3.258, -1.640, -5.107], [-2.011, -4.675, -2.341]],
  "forces_ev_per_angstrom": [[0.16, 0.02, -0.92], [0.03, -0.03, 0.03], [-0.02, -0.03, -0.03], [0.00, 0.06, 0.01], [0.05, -0.03, 0.13], [-0.04, -0.28, -0.09], [-0.09, 0.12, -0.06], [-0.09, 0.04, 0.72], [0.11, -0.18, -0.05], [0.03, -0.11, 0.06], [0.18, -0.07, -0.04], [-0.05, -0.03, 0.05], [0.10, -0.02, -0.04], [-0.03, 0.06, 0.00], [-0.04, 0.00, -0.01], [-0.27, 0.14, 0.04], [-0.01, 0.02, 0.00], [0.01, 0.00, -0.02], [-0.03, 0.00, 0.00], [-0.01, 0.00, 0.01], [0.02, 0.00, 0.00], [0.00, 0.00, -0.02], [0.04, 0.02, -0.02], [-0.01, 0.00, -0.01], [0.00, 0.00, 0.01], [0.02, 0.01, 0.01], [-0.03, 0.00, 0.01], [-0.01, -0.01, 0.00], [0.02, 0.02, -0.01], [-0.05, 0.03, 0.07], [0.06, 0.01, -0.06], [-0.06, 0.06, -0.01], [-0.06, -0.04, 0.07], [0.04, 0.00, 0.00], [-0.04, -0.02, 0.00], [0.00, 0.02, -0.03], [0.02, 0.00, -0.02], [0.01, -0.01, 0.01], [0.01, -0.03, 0.02], [0.03, -0.02, 0.00], [-0.01, 0.00, -0.05], [0.00, 0.05, 0.02], [0.01, 0.05, 0.04], [-0.06, 0.00, 0.01], [0.04, -0.02, 0.03], [0.06, -0.03, -0.04], [0.07, 0.39, 0.29], [0.00, 0.00, -0.01], [0.00, 0.01, 0.00], [0.02, -0.07, 0.00], [-0.03, 0.00, -0.01], [-0.01, 0.03, 0.02], [0.01, 0.02, -0.01], [-0.03, -0.01, -0.02], [0.01, 0.02, 0.00], [-0.01, 0.02, 0.01], [0.08, 0.06, -0.03], [-0.09, -0.19, 0.00], [0.07, 0.10, 0.06], [0.02, 0.11, 0.05], [0.03, 0.03, -0.10], [0.16, 0.07, 0.39], [-0.03, 0.06, -0.15], [-0.05, 0.08, 0.00], [-0.08, -0.04, -0.08], [-0.01, -0.04, -0.02], [0.02, -0.02, 0.05], [-0.03, 0.02, -0.02], [-0.01, -0.04, 0.01], [-0.03, 0.01, 0.02], [0.03, -0.02, -0.03], [-0.03, -0.03, 0.01], [-0.01, -0.01, -0.04], [-0.03, -0.03, -0.05], [0.02, -0.02, -0.01], [0.03, 0.03, 0.05], [-0.04, -0.01, 0.03], [0.05, -0.06, 0.05], [0.01, 0.00, -0.03], [-0.04, -0.03, -0.01], [-0.01, 0.00, -0.01], [0.01, -0.03, 0.02], [0.06, 0.04, 0.00], [-0.05, 0.05, 0.09], [0.19, -0.15, -0.22], [-0.07, 0.07, 0.08], [-0.12, 0.02, 0.07], [0.02, 0.00, -0.04], [0.03, 0.04, 0.05], [-0.05, 0.01, -0.22], [-0.02, -0.14, -0.02], [0.32, -0.02, 0.40], [-0.14, -0.13, -0.05], [-0.11, -0.03, -0.25], [-0.11, 0.05, -0.04], [-0.06, -0.02, -0.10], [-0.08, -0.03, -0.12], [0.03, 0.08, 0.07], [0.06, -0.03, 0.05], [-0.01, -0.02, -0.01], [-0.02, 0.00, -0.01]],
  "mulliken_charge": [-0.80, -1.34, -0.04, -0.20, -0.17, -0.47, -0.95, 2.01, 1.25, -1.61, 0.05, -1.20, -0.68, -1.16, -0.11, 0.60, 0.36, 0.35, 0.25, 0.42, 0.06, 0.24, 0.39, 0.24, 0.48, 0.40, 0.42, 0.46, 0.24, -1.10, 0.32, -1.40, -1.32, 0.49, 0.17, 0.33, 0.51, 0.39, 0.36, 0.43, 0.27, 0.38, -1.69, 1.86, -1.84, -1.17, 0.67, 0.45, 0.30, 0.26, 0.68, 0.26, 0.27, 0.41, -0.31, 0.17, -1.29, 0.96, -1.41, -1.20, -0.05, 0.59, -1.35, -0.15, -0.36, 0.50, 0.37, 0.34, 0.46, 0.38, 0.34, 0.33, 0.30, 0.26, 0.27, 0.43, 0.34, 0.37, -0.60, 0.31, -0.03, 0.61, -0.13, -0.68, 1.14, -0.66, -1.19, 0.00, -0.90, 0.26, 0.44, -0.63, -0.07, 1.30, -0.53, -0.77, 1.19, -0.62, -0.67, 0.58, 0.64]
}

[2]
{
  "formula": "C29H51BBr2F3N2O15",
  "method": "the ωB97M-V functional and the def2-TZVPD basis",
  "spin_multiplicity": 1,
  "homo_lumo_gap_ev": 7.10,
  "charge": 1,
  "homo_ev": -11.242,
  "symbols": ["C", "C", "O", "B", "O", "C", "C", "C", "C", "C", "O", "C", "F", "F", "F", "N", "C", "C", "Br", "C", "C", "Br", "C", "C", "C", "C", "C", "N", "H", "H", "H", "H", "H", "H", "H", "H", "H", "H", "H", "H", "H", "H", "H", "H", "H", "H", "H", "H", "H", "H", "H", "H", "H", "H", "H", "C", "O", "C", "O", "O", "C", "H", "H", "H", "H", "H", "H", "C", "O", "C", "O", "O", "C", "H", "H", "H", "H", "H", "H", "C", "O", "C", "O", "O", "C", "H", "H", "H", "H", "H", "H", "C", "O", "C", "O", "O", "C", "H", "H", "H", "H", "H", "H"],
  "coordinates": [[-1.522, 5.041, -1.260], [-0.112, 4.542, -0.754], [0.020, 3.150, -1.166], [0.000, 2.322, -0.042], [0.930, 2.444, 1.010], [-1.103, 1.153, 0.133], [-2.293, 1.513, 0.948], [-3.307, 0.504, 1.106], [-4.583, 0.773, 1.967], [-4.256, 0.241, 3.430], [-5.380, -0.414, 4.025], [-3.743, 1.376, 4.409], [-3.406, 2.549, 3.783], [-4.654, 1.602, 5.402], [-2.576, 0.921, 5.005], [-3.181, -0.727, 0.519], [-2.090, -1.129, -0.245], [-2.180, -2.572, -0.811], [-0.680, -3.728, -0.180], [-2.323, -2.657, -2.416], [-2.368, -1.277, -3.165], [-0.915, -3.808, -3.171], [-0.966, -0.200, -0.468], [0.292, -0.591, -1.297], [1.666, -0.511, -0.512], [2.282, -1.900, -0.080], [2.219, -2.179, 1.467], [2.756, -1.080, 2.294], [-1.652, 6.105, -0.913], [-1.615, 4.990, -2.375], [-2.347, 4.419, -0.824], [0.664, 5.186, -1.246], [-0.024, 4.705, 0.349], [1.774, 2.753, 0.623], [-2.372, 2.528, 1.407], [-4.882, 1.853, 1.963], [-5.456, 0.188, 1.577], [-3.431, -0.525, 3.375], [-5.003, -1.145, 4.550], [-3.951, -1.388, 0.660], [-3.098, -3.068, -0.388], [-3.295, -3.175, -2.645], [-1.331, -0.904, -3.392], [-3.021, -0.505, -2.690], [-2.819, -1.483, -4.178], [0.330, 0.106, -2.186], [0.216, -1.620, -1.736], [2.402, -0.029, -1.218], [1.642, 0.147, 0.395], [3.370, -1.869, -0.376], [1.814, -2.692, -0.713], [2.879, -3.080, 1.645], [1.198, -2.467, 1.837], [2.100, -0.754, 2.996], [3.663, -1.299, 2.694], [5.585, 7.198, -0.367], [5.126, 7.271, 0.984], [3.849, 6.923, 1.150], [3.091, 6.569, 0.280], [3.554, 7.037, 2.450], [2.210, 6.696, 2.780], [6.630, 7.501, -0.376], [5.517, 6.176, -0.742], [5.020, 7.880, -1.003], [2.005, 5.653, 2.532], [1.508, 7.357, 2.270], [2.091, 6.826, 3.854], [5.956, -2.166, -4.722], [4.759, -2.288, -5.491], [3.636, -2.101, -4.795], [3.565, -1.848, -3.616], [2.600, -2.243, -5.629], [1.331, -2.068, -5.008], [6.796, -2.337, -5.392], [6.044, -1.163, -4.303], [5.984, -2.916, -3.931], [1.239, -1.059, -4.599], [1.178, -2.813, -4.229], [0.564, -2.202, -5.770], [-1.097, -6.141, -5.229], [-0.396, -6.796, -6.282], [-0.319, -6.080, -7.412], [-0.780, -4.980, -7.583], [0.356, -6.799, -8.312], [0.517, -6.154, -9.576], [-1.098, -6.807, -4.367], [-0.597, -5.210, -4.950], [-2.132, -5.946, -5.517], [1.083, -5.228, -9.467], [-0.453, -5.960, -10.036], [1.077, -6.829, -10.221], [-0.215, -0.348, 10.999], [-1.040, -0.737, 9.900], [-1.856, 0.226, 9.458], [-1.938, 1.341, 9.900], [-2.567, -0.270, 8.436], [-3.487, 0.658, 7.862], [0.399, -1.205, 11.269], [0.442, 0.475, 10.714], [-0.825, -0.072, 11.860], [-2.961, 1.519, 7.453], [-4.227, 0.973, 8.599], [-4.002, 0.151, 7.051]],
  "forces_ev_per_angstrom": [[0.36, 0.15, 0.51], [-0.96, 1.60, -1.12], [-0.24, -0.57, 1.97], [1.32, 0.12, 0.01], [-0.75, -0.29, -1.67], [-1.69, -1.17, 0.46], [0.90, -2.65, -1.59], [0.15, 2.07, 0.16], [0.41, -0.68, 0.22], [-0.14, -0.25, 0.04], [0.99, -0.02, -0.46], [0.62, -0.44, 0.62], [-0.69, -1.14, 0.74], [1.27, 0.33, -1.61], [-1.32, 0.65, -0.62], [1.29, 0.77, -0.35], [1.51, 1.03, -0.06], [-0.35, -0.09, -0.20], [-1.12, 0.80, 1.06], [-0.58, 0.63, 0.28], [0.25, -0.68, -1.19], [-1.29, 0.90, -0.17], [-2.03, 0.15, 1.20], [-0.09, 0.22, -0.01], [0.64, 0.15, -0.17], [0.28, 0.80, -0.19], [0.46, -1.09, 0.06], [-0.32, 0.01, -0.54], [0.02, -1.04, -0.46], [0.26, 0.07, 1.00], [0.69, 0.51, -0.28], [-0.43, -0.89, 0.44], [0.00, -0.43, -0.83], [-0.45, 0.22, 0.52], [-0.13, -1.19, -0.41], [0.51, -1.03, -0.05], [0.78, 0.40, 0.37], [-0.51, 1.02, -0.07], [-0.55, 0.43, -0.15], [0.42, 0.26, -0.13], [0.98, 0.55, -0.32], [1.11, 0.29, 0.39], [-1.13, -0.13, 0.55], [0.66, -0.65, -0.12], [0.43, 0.21, 1.03], [-0.07, -0.53, 0.97], [-0.19, 0.97, 0.47], [-0.79, -0.46, 0.67], [-0.22, -0.52, -0.79], [-1.07, -0.09, 0.38], [0.48, 0.38, 0.77], [-0.86, 0.67, -0.23], [0.77, 0.36, -0.57], [0.42, -0.21, -0.12], [-0.44, 0.11, 0.02], [0.23, 0.03, -0.36], [-0.26, -0.07, 0.08], [0.25, 0.13, 0.16], [0.00, -0.06, 0.11], [0.04, -0.04, -0.20], [-0.30, -0.03, 0.17], [-0.09, 0.01, 0.26], [-0.14, 0.09, -0.01], [-0.07, -0.15, 0.03], [-0.02, 0.09, -0.11], [0.05, -0.12, -0.08], [0.25, 0.06, -0.07], [0.41, 0.01, 0.14], [-0.26, 0.03, 0.10], [0.13, -0.05, -0.22], [-0.07, -0.01, -0.13], [0.18, 0.08, 0.10], [-0.26, 0.00, -0.04], [-0.23, -0.02, -0.14], [-0.10, -0.11, 0.08], [-0.09, 0.14, 0.03], [0.07, -0.09, 0.13], [0.26, 0.27, -0.06], [0.23, -0.08, -0.13], [0.06, -0.06, 0.10], [-0.01, 0.00, -0.13], [0.13, -0.17, -0.12], [0.06, -0.12, 0.11], [-0.13, 0.08, 0.24], [0.10, 0.11, -0.41], [0.14, -0.12, -0.18], [-0.13, -0.46, -0.61], [0.10, 0.19, -0.02], [-0.16, 0.01, 0.04], [0.05, 0.11, 0.12], [-0.03, -0.12, 0.25], [0.27, 0.02, 0.33], [-0.17, 0.08, -0.17], [0.09, -0.14, 0.07], [-0.02, -0.15, -0.12], [0.09, -0.03, 0.06], [-0.20, 0.13, 0.06], [-0.16, -0.07, -0.21], [-0.16, 0.05, 0.05], [0.03, 0.13, -0.12], [-0.05, 0.01, 0.19], [0.14, 0.09, 0.00], [0.17, -0.24, 0.20]],
  "mulliken_charge": [-0.98, -0.16, -0.61, 0.67, -0.56, 0.49, -0.34, -0.25, -1.53, -0.05, -0.57, 0.88, -0.28, -0.24, -0.30, 0.21, -0.19, -0.86, 0.03, 0.00, -1.16, 0.02, 1.09, -0.40, -0.50, -0.45, -0.72, -0.44, 0.37, 0.27, 0.16, 0.34, 0.21, 0.31, 0.58, 0.49, 0.35, 0.54, 0.40, 0.42, 0.40, 0.54, 0.14, 0.34, 0.43, 0.47, -0.54, 0.31, 0.37, 0.35, 0.13, 0.39, 0.22, 0.17, 0.22, -0.61, -0.33, 0.81, -0.54, -0.31, -0.46, 0.22, 0.28, 0.29, 0.13, 0.29, 0.24, -0.61, -0.35, 0.70, -0.53, -0.34, -0.29, 0.23, 0.28, 0.28, 0.25, -0.07, 0.38, -0.04, -0.37, 0.80, -0.56, -0.34, -0.61, 0.36, -0.48, 0.34, 0.29, 0.29, 0.22, -0.62, -0.32, 0.75, -0.53, -0.31, -0.42, 0.22, 0.29, 0.29, 0.24, 0.36, 0.05]
}

The records above give, respectively, energy values of -153245.6578, -213501.1941 eV.